Below is C32H32AuN5O3PS as an isolated structure in a non-equilibrium geometry, with properties calculated with the ωB97M-V functional and the def2-TZVPD basis.

Values from the calculation:
Energy ... -71112.731 eV
E_LUMO ... 2.53 eV
Frontier orbital gap ... 7.4 eV
Energy above the lowest of the compared OMol25 structures with the same formula, charge and spin ... 199.1 kJ/mol

Geometry as ORCA input:
```
! wB97M-V def2-TZVPD RIJCOSX def2/J DEFGRID3
* xyz -1 1
Au -1.82 1.89 0.83
O -0.78 -0.71 4.98
S -1.11 -0.15 3.72
O -0.09 0.44 2.93
O -2.32 0.67 3.74
C -1.61 -1.67 2.78
C -1.41 -2.91 3.48
C -1.79 -4.07 2.93
C -2.32 -4.11 1.62
C -2.45 -2.95 0.88
C -2.13 -1.72 1.49
P -2.27 -0.25 0.48
C -4.07 -0.40 0.02
C -4.97 -0.57 1.09
C -6.31 -0.76 0.80
C -6.74 -0.98 -0.47
C -5.82 -0.97 -1.54
C -4.48 -0.67 -1.28
C -1.35 -0.66 -1.02
C -1.45 0.21 -2.14
C -0.52 0.11 -3.17
C 0.43 -0.95 -3.17
C 0.58 -1.75 -2.09
C -0.33 -1.62 -1.05
H -1.15 -2.87 4.55
H -1.61 -4.94 3.53
H -2.66 -5.02 1.20
H -2.74 -3.00 -0.14
H -4.61 -0.55 2.18
H -6.96 -0.96 1.68
H -7.76 -1.22 -0.72
H -6.18 -1.20 -2.52
H -3.76 -0.55 -2.06
H -2.08 1.06 -2.11
H -0.49 0.83 -4.00
H 1.06 -1.10 -4.05
H 1.45 -2.45 -2.10
H -0.27 -2.27 -0.15
C -1.57 4.03 0.48
C -0.64 3.91 -0.61
C 0.70 3.48 -0.33
C 1.62 3.25 -1.35
C 1.27 3.38 -2.68
C -0.04 3.85 -3.00
C -1.01 4.12 -2.00
C 2.21 3.19 -3.78
N 3.08 3.18 -4.50
H -2.58 4.46 0.25
H -1.16 4.54 1.32
H 1.09 3.52 0.70
H 2.60 2.89 -1.01
H -0.29 3.99 -4.09
H -1.96 4.42 -2.34
C 4.60 -0.85 -0.93
N 5.48 0.01 -0.01
C 5.59 -0.74 1.21
N 4.31 -1.07 1.80
C 3.47 -1.87 0.85
N 3.30 -1.13 -0.41
C 2.59 0.13 -0.21
N 3.33 0.96 0.77
C 4.69 1.21 0.29
C 3.47 0.15 2.01
H 5.14 -1.76 -1.09
H 4.41 -0.40 -1.93
H 6.13 -0.22 2.00
H 6.23 -1.63 1.02
H 2.39 -2.08 1.08
H 3.94 -2.75 0.54
H 1.56 -0.17 0.24
H 2.55 0.58 -1.22
H 5.22 1.79 1.06
H 4.64 1.79 -0.57
H 2.50 -0.14 2.50
H 4.01 0.74 2.78
*
```

Below is C32H32CdN10S2 as an isolated structure in a non-equilibrium geometry, with properties calculated with the ωB97M-V functional and the def2-TZVPD basis.

Values from the calculation:
Energy ... -74837.441 eV
E_LUMO ... -0.73 eV
Frontier orbital gap ... 6.0 eV
Energy above the lowest of the compared OMol25 structures with the same formula, charge and spin ... 0.0 kJ/mol

Geometry as ORCA input:
```
! wB97M-V def2-TZVPD RIJCOSX def2/J DEFGRID3
* xyz 0 1
Cd -0.75 1.19 0.52
N 1.24 3.02 4.58
C 0.66 2.66 3.38
S 0.89 1.06 2.76
N -0.07 3.69 2.87
N -0.80 3.27 1.78
C -1.82 4.06 1.51
C -2.76 3.71 0.49
C -3.81 4.59 0.17
C -4.54 4.37 -0.97
C -4.27 3.26 -1.76
C -3.21 2.47 -1.40
N -2.60 2.55 -0.23
H 1.97 2.55 5.08
H 1.00 3.95 4.90
H -2.02 5.03 2.03
H -4.03 5.46 0.79
H -5.36 5.05 -1.21
H -4.87 3.08 -2.67
H -2.92 1.62 -1.98
N 1.75 -3.03 -8.97
C 1.59 -2.70 -7.84
C 1.47 -2.21 -6.52
C 0.74 -2.90 -5.50
C 0.48 -2.26 -4.31
C 1.12 -1.08 -3.97
C 2.09 -0.57 -4.87
C 2.10 -1.00 -6.19
C 0.84 -0.41 -2.64
C 0.69 -1.25 -1.50
C 1.01 -2.66 -1.50
C 0.59 -3.23 -0.32
C 0.12 -2.12 0.43
N 0.13 -0.98 -0.24
C 0.82 1.04 -2.55
C 1.35 1.92 -3.55
C 1.50 3.18 -2.91
C 1.01 3.02 -1.62
N 0.57 1.77 -1.37
H 0.35 -3.88 -5.74
H -0.28 -2.67 -3.66
H 2.89 0.13 -4.57
H 2.64 -0.48 -6.99
H 1.51 -3.13 -2.32
H 0.56 -4.24 0.00
H -0.28 -2.19 1.44
H 1.49 1.75 -4.61
H 1.93 4.10 -3.30
H 0.89 3.80 -0.88
C 3.67 -2.36 4.38
N 3.96 -0.96 4.07
C 4.46 -0.49 2.91
S 4.15 1.12 2.42
N 5.14 -1.36 2.07
C 6.15 -2.33 2.58
H 3.01 -2.37 5.28
H 4.52 -2.93 4.74
H 3.17 -2.89 3.55
H 3.37 -0.28 4.56
H 5.42 -0.83 1.24
H 5.75 -3.36 2.69
H 6.53 -1.94 3.56
H 7.01 -2.40 1.90
C -5.97 -2.48 2.63
C -4.67 -1.76 2.29
C -3.95 -2.13 1.15
C -2.89 -1.30 0.79
N -2.42 -0.25 1.48
C -3.06 -0.03 2.67
C -4.17 -0.72 3.06
H -6.01 -3.47 2.10
H -6.88 -1.90 2.41
H -6.00 -2.70 3.71
H -4.22 -2.94 0.51
H -2.38 -1.57 -0.14
H -2.63 0.77 3.30
H -4.64 -0.48 4.01
*
```

Below is C32H32IrN7O4S2 as an isolated structure, with properties calculated with the ωB97M-V functional and the def2-TZVPD basis.

Values from the calculation:
Energy ... -76830.655 eV
E_LUMO (spin up / spin down) ... 4.37 / 4.37 eV
Frontier orbital gap (spin up / spin down) ... 5.2 / 5.2 eV
Energy above the lowest of the compared OMol25 structures with the same formula, charge and spin ... 56.2 kJ/mol

Geometry as ORCA input:
```
! wB97M-V def2-TZVPD RIJCOSX def2/J DEFGRID3
* xyz -2 1
Ir 0.19 -0.10 0.15
O -1.77 -1.70 0.31
N -2.87 -1.18 0.09
N -2.86 0.12 0.10
O -1.79 0.84 0.40
C -4.07 0.80 -0.14
C -5.25 0.13 -0.45
C -6.41 0.85 -0.69
C -6.41 2.24 -0.62
C -5.23 2.90 -0.32
C -4.06 2.19 -0.08
H -5.24 -0.95 -0.51
H -7.32 0.32 -0.93
H -7.32 2.79 -0.81
H -5.21 3.98 -0.27
H -3.13 2.69 0.15
N 6.13 2.53 4.69
C 5.40 1.35 4.43
C 4.91 1.10 3.15
C 4.21 -0.06 2.88
C 4.01 -1.00 3.89
C 4.48 -0.75 5.16
C 5.19 0.41 5.43
S 3.06 -2.47 3.51
O 2.65 -2.99 4.81
O 3.90 -3.33 2.71
N 1.90 -1.92 2.61
C 1.03 -1.02 3.08
S 0.72 -0.72 4.80
C -0.40 0.52 4.38
C -0.49 0.62 3.04
N 0.31 -0.23 2.31
H 5.88 3.28 4.06
H 6.03 2.84 5.65
H 5.04 1.84 2.37
H 3.75 -0.22 1.91
H 4.28 -1.48 5.94
H 5.56 0.61 6.44
H -0.94 1.09 5.12
H -1.13 1.30 2.49
C 2.93 0.16 -2.15
C 2.75 -0.87 -1.03
C 2.10 -2.15 -1.57
C 4.14 -1.23 -0.48
N 1.98 -0.28 0.07
H 3.57 -0.25 -2.94
H 3.40 1.06 -1.76
H 1.97 0.42 -2.59
H 2.72 -2.58 -2.37
H 1.11 -1.94 -1.95
H 2.03 -2.88 -0.76
H 4.80 -1.57 -1.29
H 4.07 -2.02 0.27
H 4.59 -0.35 -0.02
N -0.26 -0.06 -1.80
C -0.65 0.91 -2.52
C -1.06 0.60 -3.94
C -1.50 -0.68 -4.25
C -1.83 -1.03 -5.54
C -1.73 -0.10 -6.57
C -1.29 1.18 -6.28
C -0.96 1.53 -4.97
C -0.71 2.35 -2.10
C 0.32 2.92 -1.35
C 0.25 4.24 -0.94
C -0.85 5.02 -1.26
C -1.88 4.47 -2.01
C -1.81 3.15 -2.43
H -1.55 -1.40 -3.43
H -2.18 -2.04 -5.76
H -1.99 -0.37 -7.59
H -1.19 1.92 -7.07
H -0.61 2.53 -4.76
H 1.16 2.29 -1.07
H 1.06 4.66 -0.35
H -0.91 6.05 -0.93
H -2.76 5.07 -2.25
H -2.62 2.72 -3.00
*
```

Below is C32H32N7O5S4Tl as an isolated structure, with properties calculated with the ωB97M-V functional and the def2-TZVPD basis.

Values from the calculation:
Energy ... -102407.871 eV
E_LUMO ... 0.10 eV
Frontier orbital gap ... 8.0 eV
Energy above the lowest of the compared OMol25 structures with the same formula, charge and spin ... 2.0 kJ/mol

Geometry as ORCA input:
```
! wB97M-V def2-TZVPD RIJCOSX def2/J DEFGRID3
* xyz 0 1
Tl 0.08 -0.01 -0.55
O 3.58 0.57 2.01
C 2.59 0.20 1.39
O 1.54 0.87 1.11
C 2.54 -1.25 0.93
C 3.52 -2.19 1.21
C 3.34 -3.48 0.74
C 2.18 -3.83 0.04
C 1.24 -2.84 -0.18
N 1.45 -1.60 0.25
C -0.11 -3.09 -0.83
O -0.33 -4.21 -1.28
O -0.92 -2.10 -0.80
H 4.38 -1.88 1.77
H 4.09 -4.24 0.93
H 1.99 -4.83 -0.32
S -1.80 1.18 -1.89
C -1.02 2.66 -1.39
C -1.42 3.95 -1.78
C -0.66 5.02 -1.34
C 0.46 4.81 -0.54
C 0.77 3.51 -0.19
N 0.03 2.48 -0.60
H -2.28 4.08 -2.42
H -0.94 6.02 -1.63
H 1.07 5.63 -0.20
H 1.61 3.25 0.45
C 6.21 1.67 -0.37
C 5.85 0.78 -1.56
C 4.42 0.97 -1.97
N 3.43 0.50 -1.30
N 2.20 0.87 -1.80
C 2.30 1.59 -2.89
N 1.22 2.05 -3.59
S 3.93 1.92 -3.34
H 7.23 1.48 -0.04
H 5.53 1.49 0.46
H 6.14 2.73 -0.64
H 5.96 -0.27 -1.28
H 6.50 0.98 -2.41
H 0.37 1.52 -3.43
H 1.39 2.27 -4.55
O -1.37 0.40 1.44
S -1.37 1.74 2.15
C -2.91 1.77 3.04
C -3.50 3.00 3.28
C -4.68 3.04 4.01
C -5.25 1.87 4.47
C -4.66 0.64 4.20
C -3.48 0.58 3.48
C -0.26 1.58 3.53
C 0.15 0.32 3.94
C 1.05 0.22 4.99
C 1.54 1.37 5.60
C 1.13 2.62 5.17
C 0.23 2.73 4.12
H -3.05 3.90 2.90
H -5.15 4.00 4.21
H -6.18 1.91 5.04
H -5.12 -0.27 4.55
H -3.01 -0.36 3.23
H -0.22 -0.56 3.42
H 1.39 -0.75 5.32
H 2.27 1.29 6.40
H 1.53 3.52 5.64
H -0.08 3.71 3.76
C 0.99 -4.32 -4.47
N -0.25 -3.58 -4.36
C -1.55 -4.23 -4.48
C -2.52 -3.17 -3.92
N -1.64 -2.01 -3.74
C -0.34 -2.35 -3.85
S 0.97 -1.40 -3.37
H 0.79 -5.25 -5.00
H 1.38 -4.55 -3.47
H 1.73 -3.74 -5.02
H -1.57 -5.15 -3.90
H -1.76 -4.47 -5.52
H -2.94 -3.48 -2.96
H -3.32 -2.94 -4.61
H -1.89 -1.27 -3.10
*
```

Below is C32H34BCeN6O4Si as an isolated structure in a non-equilibrium geometry, with properties calculated with the ωB97M-V functional and the def2-TZVPD basis.

Values from the calculation:
Energy ... -72349.686 eV
E_LUMO ... -5.38 eV
Frontier orbital gap ... 6.3 eV
Energy above the lowest of the compared OMol25 structures with the same formula, charge and spin ... 37.0 kJ/mol

Geometry as ORCA input:
```
! wB97M-V def2-TZVPD RIJCOSX def2/J DEFGRID3
* xyz 1 1
Ce 0.29 -0.33 0.48
B 2.34 -0.99 -2.77
N 0.87 -1.51 -2.60
C 0.33 -2.39 -3.43
C -1.03 -2.50 -3.18
C -1.25 -1.63 -2.14
N -0.09 -1.02 -1.77
N 2.76 -0.12 -1.54
C 3.71 0.82 -1.62
C 4.15 1.15 -0.34
C 3.39 0.36 0.49
N 2.54 -0.42 -0.22
H 3.05 -1.96 -2.84
H 2.42 -0.26 -3.72
H 0.95 -2.88 -4.17
H -1.75 -3.12 -3.69
H -2.18 -1.39 -1.65
H 4.03 1.16 -2.59
H 4.89 1.88 -0.07
H 3.41 0.31 1.57
O 0.04 1.46 1.53
Si 0.95 2.35 2.65
C 1.87 1.03 3.63
C 2.80 1.36 4.62
C 3.55 0.39 5.26
C 3.40 -0.95 4.94
C 2.46 -1.32 3.99
C 1.72 -0.33 3.36
C -0.18 3.33 3.73
C -1.56 3.15 3.65
C -2.41 3.87 4.48
C -1.90 4.76 5.40
C -0.52 4.95 5.49
C 0.33 4.25 4.65
C 2.13 3.37 1.64
C 3.32 3.89 2.16
C 4.17 4.65 1.37
C 3.84 4.91 0.05
C 2.66 4.41 -0.48
C 1.82 3.65 0.31
H 2.95 2.40 4.91
H 4.27 0.68 6.02
H 3.99 -1.71 5.44
H 2.30 -2.37 3.75
H 0.94 -0.68 2.69
H -1.98 2.47 2.92
H -3.49 3.73 4.40
H -2.56 5.32 6.05
H -0.12 5.66 6.20
H 1.40 4.43 4.73
H 3.61 3.69 3.19
H 5.09 5.05 1.79
H 4.50 5.51 -0.57
H 2.39 4.63 -1.51
H 0.89 3.29 -0.12
C -2.89 -0.49 4.03
C -3.08 -1.93 3.60
C -3.24 -2.13 2.07
C -3.37 -3.63 1.73
C -3.48 -3.91 0.24
C -4.50 -1.40 1.62
O -5.59 -1.73 2.01
N -4.36 -0.32 0.75
C -3.18 0.20 0.25
O -3.12 1.14 -0.49
N -2.02 -0.49 0.64
C -2.02 -1.57 1.41
O -0.86 -2.08 1.61
H -2.78 -0.43 5.12
H -3.74 0.14 3.76
H -1.99 -0.04 3.61
H -3.98 -2.35 4.05
H -2.23 -2.55 3.92
H -4.26 -3.98 2.26
H -2.50 -4.13 2.16
H -4.31 -3.36 -0.22
H -3.66 -4.96 0.06
H -2.56 -3.65 -0.29
H -5.21 0.15 0.47
*
```

Below is a 2-piece molecular cluster, C32H34BF4NO2S overall in a non-equilibrium geometry, with properties calculated with the ωB97M-V functional and the def2-TZVPD basis.

Values from the calculation:
Energy ... -61699.750 eV
E_LUMO ... -4.11 eV
Frontier orbital gap ... 2.1 eV
Energy above the lowest of the compared OMol25 structures with the same formula, charge and spin ... 458.4 kJ/mol

Geometry as ORCA input:
```
! wB97M-V def2-TZVPD RIJCOSX def2/J DEFGRID3
* xyz 0 1
F 1.98 -2.14 -1.98
C 2.09 -1.77 -0.66
C 3.35 -1.80 -0.06
C 3.41 -1.45 1.29
F 4.65 -1.39 1.89
C 2.30 -1.13 2.04
C 1.02 -1.08 1.41
C -0.13 -0.73 2.16
C -1.06 0.26 1.78
C -2.09 0.68 2.70
C -3.07 1.54 2.26
F -4.06 1.92 3.14
C -3.10 2.08 0.97
C -2.04 1.74 0.12
F -2.01 2.29 -1.14
C -1.02 0.89 0.50
C 0.95 -1.38 0.02
H 4.24 -2.05 -0.63
H 2.37 -0.86 3.09
H -0.20 -1.09 3.19
H -2.08 0.29 3.72
H -3.88 2.76 0.65
H -0.20 0.71 -0.19
H 0.00 -1.30 -0.52
C -6.74 -9.44 0.94
C -5.52 -8.62 0.91
C -4.28 -9.02 0.46
C -3.28 -7.99 0.55
C -3.78 -6.81 1.07
B -2.97 -5.39 1.21
C -1.96 -5.62 2.51
C -2.21 -4.92 3.68
C -1.38 -5.07 4.80
C -0.25 -5.92 4.72
N 0.56 -6.10 5.80
C 1.54 -7.17 5.85
C 0.53 -5.22 6.95
C -0.02 -6.64 3.51
C -0.88 -6.48 2.43
O -2.24 -5.25 -0.02
C -2.99 -4.30 -0.75
C -2.02 -3.51 -1.63
C -4.06 -5.00 -1.56
C -3.67 -3.41 0.42
C -2.66 -2.43 1.00
C -4.98 -2.74 0.02
O -3.96 -4.38 1.42
S -5.47 -6.95 1.45
H -6.47 -10.47 0.67
H -7.20 -9.44 1.95
H -7.48 -9.06 0.22
H -4.08 -10.02 0.08
H -2.25 -8.13 0.27
H -3.07 -4.24 3.74
H -1.63 -4.54 5.72
H 1.19 -8.05 5.32
H 2.51 -6.85 5.43
H 1.72 -7.42 6.91
H 0.28 -4.19 6.64
H -0.19 -5.55 7.71
H 1.53 -5.22 7.41
H 0.84 -7.31 3.42
H -0.69 -7.04 1.52
H -2.53 -2.65 -2.08
H -1.16 -3.15 -1.06
H -1.64 -4.15 -2.44
H -4.60 -4.29 -2.20
H -3.61 -5.78 -2.20
H -4.77 -5.51 -0.89
H -2.51 -1.57 0.33
H -2.99 -2.05 1.98
H -1.70 -2.93 1.18
H -4.79 -2.02 -0.79
H -5.69 -3.50 -0.34
H -5.41 -2.22 0.87
*
```